--- a ---
A molecular structure, C2H4I2S, computed with ωB97M-V with the def2-TZVPD basis set.

Each line ends with the Mulliken charge.
Cartesian coordinates (Å):
C 0.364 0.618 0.425  -0.546
C -2.046 -0.098 -0.735  -0.679
S 0.191 -0.367 1.809  -0.092
I -2.453 -2.123 -0.131  0.082
I -3.200 1.401 0.216  0.108
H 1.113 0.606 -0.354  0.343
H -0.340 1.378 0.412  0.302
H -2.095 -0.003 -1.893  0.353
H 0.708 -1.465 1.344  0.128

Calculated values
Gap between HOMO and LUMO (spin up / spin down) = 0.298 / 0.246 hartree
E_HOMO (spin up / spin down) = -8.3736 / -7.7161 eV
LUMO energy (spin up / spin down) = -0.262 / -1.036 eV

=====

--- b ---
A molecular structure, C2H4I2S, computed with ωB97M-V with the def2-TZVPD basis set.

Each line ends with the Mulliken charge.
Cartesian coordinates (Å):
C 0.772 -0.493 0.325  -0.671
C -1.123 -0.028 -0.462  -0.746
S 2.017 0.470 -0.397  -0.109
I -2.532 -1.508 0.055  0.098
I -1.556 1.969 0.122  0.096
H 0.591 -0.320 1.376  0.384
H 0.818 -1.535 0.053  0.371
H -0.920 -0.045 -1.527  0.442
H 1.933 1.492 0.455  0.135

Calculated values
Gap between HOMO and LUMO = 0.311 hartree
E_HOMO = -8.5688 eV
LUMO energy = -0.113 eV

=====

Stability ranking, top entry: b; the second entry is 2.002 eV less favorable.

=====

--- a ---
C9H15NO3 in the gas phase, computed with ωB97M-V with the def2-TZVPD basis set.

Each line ends with the Mulliken charge.
Cartesian coordinates (Å):
C 2.661 -0.105 -0.992  -0.804
O 1.269 -0.335 -1.292  -0.420
C 0.336 -0.603 -0.280  -0.750
C -0.382 -1.730 -0.380  1.805
C -0.040 -2.841 -1.179  -1.550
C -1.623 -2.049 0.383  -1.456
C 0.048 0.582 0.730  -0.264
C -0.484 1.715 0.356  1.358
C -0.595 3.012 1.234  -1.411
C -0.990 1.824 -1.036  -1.547
N 0.415 0.358 2.061  1.161
O -0.413 0.702 2.889  -0.646
O 1.491 -0.136 2.289  -0.620
H 3.249 0.132 -1.937  0.269
H 3.013 -0.871 -0.385  0.352
H 2.879 0.841 -0.317  0.233
H -0.012 -3.673 -0.537  0.407
H -0.786 -3.015 -1.976  0.340
H 0.881 -2.674 -1.671  0.407
H -1.337 -2.840 1.164  0.325
H -2.304 -2.551 -0.315  0.448
H -1.921 -1.108 0.952  0.259
H -1.031 2.551 2.140  0.387
H -1.175 3.740 0.799  0.444
H 0.479 3.498 1.398  0.247
H -0.766 0.927 -1.611  0.305
H -2.152 1.875 -1.021  0.292
H -0.710 2.779 -1.465  0.432

Calculated values
Gap between HOMO and LUMO = 0.326 hartree
E_HOMO = -8.8683 eV
SMILES string = COC(=C(C)C)C(=C(C)C)[N+](=O)[O-]
LUMO energy = 0.014 eV

=====

--- b ---
C9H15NO3 in the gas phase, computed with ωB97M-V with the def2-TZVPD basis set.

Each line ends with the Mulliken charge.
Cartesian coordinates (Å):
C 3.047 0.656 0.477  0.579
C 0.555 1.209 -0.531  -1.161
C -0.372 -0.014 -0.484  0.193
C 1.906 0.540 -0.411  0.320
C 0.554 -1.025 0.222  1.051
C 0.562 -1.024 1.708  -1.682
C 0.843 -2.308 -0.475  -1.637
C -3.781 1.100 0.308  -1.275
C -2.384 1.201 -0.284  -0.217
N 2.802 0.242 -1.479  -0.385
O 3.321 0.933 1.604  -0.588
O 3.897 0.187 -0.539  -0.316
O -1.586 0.139 0.209  -0.345
H 0.467 1.812 -1.434  0.407
H 0.404 1.844 0.343  0.412
H -0.580 -0.360 -1.514  0.351
H -0.314 -1.570 2.066  0.377
H 0.511 -0.014 2.104  0.330
H 1.459 -1.504 2.094  0.449
H 1.606 -2.879 0.049  0.355
H 1.164 -2.149 -1.504  0.403
H -0.071 -2.904 -0.513  0.396
H -3.714 0.919 1.376  0.317
H -4.326 2.024 0.139  0.381
H -4.325 0.280 -0.155  0.312
H -1.927 2.166 -0.020  0.288
H -2.437 1.142 -1.381  0.329
H 2.716 -0.644 -1.974  0.357

Calculated values
Gap between HOMO and LUMO = 0.312 hartree
E_HOMO = -8.1305 eV
LUMO energy = 0.359 eV

=====

Stability ranking, top entry: b; the second entry is 1.663 eV less favorable.

=====

--- a ---
3 unconnected molecules or ions with the total composition C2H2NO3, computed with ωB97M-V with the def2-TZVPD basis set.

Each line ends with the Mulliken charge.
Cartesian coordinates (Å):
C -1.151 0.056 -0.448  0.179
C 0.822 0.635 1.269  0.692
N -1.051 0.756 0.500  -0.545
O 0.800 -0.146 2.133  -0.468
O 0.240 -1.117 -1.758  -0.958
O 1.275 1.465 0.600  -0.401
H 0.774 -1.409 -0.993  0.182
H -1.710 -0.240 -1.303  0.318

Calculated values
Total charge = -1
Gap between HOMO and LUMO (spin up / spin down) = 0.281 / 0.281 hartree
E_HOMO (spin up / spin down) = -3.5834 / -3.5843 eV
LUMO energy (spin up / spin down) = 4.064 / 4.064 eV

=====

--- b ---
A gas-phase ion, C2H2NO3 (charge -1), computed with ωB97M-V with the def2-TZVPD basis set.

Each line ends with the Mulliken charge.
Cartesian coordinates (Å):
O -1.505 1.101 -1.460  -0.652
C -1.061 0.675 -0.435  0.684
O -1.232 0.869 0.773  -0.704
N 0.139 -0.291 -0.751  -0.332
C 0.865 -0.711 0.435  -0.111
O 1.393 0.268 -0.381  -0.355
H 0.283 -0.160 1.305  0.228
H 1.119 -1.751 0.512  0.241

Calculated values
Total charge = -1
Gap between HOMO and LUMO = 0.305 hartree
E_HOMO = -3.8754 eV
SMILES string = O=C([O-])N1CO1
LUMO energy = 4.417 eV

=====

Stability ranking, top entry: a; the second entry is 0.783 eV less favorable.

=====

--- a ---
C5H8Si in the gas phase, computed with ωB97M-V with the def2-TZVPD basis set.

Each line ends with the Mulliken charge.
Cartesian coordinates (Å):
C 3.535 1.752 -0.069  -0.153
C 2.591 1.011 -0.084  -0.532
C 1.860 -0.144 0.092  -0.077
C 0.637 -0.693 -0.103  -0.235
Si -1.087 0.097 -0.419  0.394
C -2.332 -0.173 0.986  -0.933
H 4.027 2.650 0.042  0.409
H 2.638 -0.805 0.443  0.274
H 0.479 -1.772 0.249  0.248
H -1.553 -0.570 -1.680  -0.116
H -0.994 1.580 -0.394  -0.126
H -2.322 0.597 1.811  0.282
H -3.412 -0.182 0.603  0.276
H -2.183 -1.159 1.311  0.288

Calculated values
Gap between HOMO and LUMO = 0.355 hartree
E_HOMO = -9.2582 eV
SMILES string = C#C/C=C\[SiH2]C
LUMO energy = 0.400 eV

=====

--- b ---
A molecular structure, C5H8Si, computed with ωB97M-V with the def2-TZVPD basis set.

Each line ends with the Mulliken charge.
Cartesian coordinates (Å):
C 1.328 -0.801 0.786  -0.143
C 1.932 0.360 0.852  -0.512
C 0.213 -1.788 0.950  -0.057
C -0.705 -1.036 -0.019  -0.849
C 0.617 -0.030 -0.501  0.064
Si 0.455 1.818 -0.254  0.315
H 0.595 -2.696 0.399  0.208
H -0.200 -2.106 1.997  0.292
H -1.150 -1.634 -0.902  0.269
H -1.424 -0.353 0.383  0.325
H 0.987 -0.510 -1.384  0.449
H 1.689 2.617 -0.630  -0.098
H -0.149 1.947 1.066  -0.089
H -0.489 2.531 -1.351  -0.174

Calculated values
Gap between HOMO and LUMO = 0.371 hartree
E_HOMO = -9.4341 eV
LUMO energy = 0.674 eV

=====

Stability ranking, top entry: a; the second entry is 2.649 eV less favorable.